1.
An isolated molecule of C3H9NOS at a distorted geometry, computed with wB97M-V/def2-TZVPD.

Properties
Highest occupied orbital energy (spin up / spin down) = -9.1 / -9.1 eV
Total charge = 0
Orbital gap (spin up / spin down) = 9.384 / 9.383 eV
Spin multiplicity = 1
Energy above the lowest of the compared OMol25 structures with the same formula, charge and spin = 6.222 eV
Total energy = -17623.9833 eV
SMILES = CN=S(C)(C)=O

Geometry as XYZ:
```
15
Properties=species:S:1:pos:R:3:forces:R:3
C 1.77409 0.36919 -1.57311 1.08 1.68 -2.47
C -0.89985 1.05735 1.35982 0.12 0.90 -1.61
C -1.23817 -1.33092 0.02101 -0.12 0.61 1.40
N 0.62908 0.64477 -0.85684 -3.29 0.18 2.63
O 1.27715 -1.13322 1.59429 -3.60 3.33 -3.84
S 0.13032 -0.09896 0.38883 2.53 -2.54 2.88
H 2.41081 -0.19541 -0.98178 1.58 -1.78 0.38
H 2.29797 1.31050 -1.74493 0.23 0.33 0.31
H 1.60719 0.11049 -2.63818 -0.11 -0.98 0.70
H -0.54067 2.11457 1.43860 0.09 -1.15 -0.45
H -1.81376 0.98541 0.74155 0.24 0.60 0.70
H -1.04168 0.66707 2.33703 -0.11 -0.68 0.70
H -1.44036 -1.21387 -1.02497 0.70 -0.84 -0.85
H -0.92072 -2.26102 0.52881 -0.15 0.29 -1.04
H -2.23140 -1.02595 0.40986 0.81 0.06 0.54
```
Forces are in eV/Å.

2.
A cluster of 2 separate species, C3H9NOS in total at a distorted geometry, computed with wB97M-V/def2-TZVPD.

Properties
Highest occupied orbital energy = -8.9 eV
Total charge = 0
Orbital gap = 9.812 eV
Spin multiplicity = 1
Energy above the lowest of the compared OMol25 structures with the same formula, charge and spin = 3.283 eV
Total energy = -17626.9220 eV

Geometry as XYZ:
```
15
Properties=species:S:1:pos:R:3:forces:R:3
C -0.81081 -2.17988 1.13060 -1.03 -0.26 1.43
C 1.69322 2.75424 -0.36011 2.49 3.37 -2.08
C -1.20357 -0.19163 -0.67722 2.59 0.28 2.23
N 0.95308 1.79018 -0.25115 -1.24 -3.21 0.14
O 1.18080 -1.22014 -0.12320 1.91 0.62 -0.82
S 0.08758 -0.63556 0.66984 -1.98 -2.38 -0.90
H -1.46635 -2.57704 0.31643 0.73 0.43 0.60
H -1.41621 -1.72662 1.92570 -0.73 -0.48 -0.08
H 2.63878 2.70336 -0.97986 -0.53 0.12 0.92
H 1.39074 3.81192 -0.10575 0.15 -1.21 0.27
H -0.30542 -3.05201 1.67910 0.11 1.63 -1.18
H -1.03771 0.83300 -0.84669 0.11 1.10 -0.60
H -0.95170 -0.84929 -1.44448 0.40 -0.95 -1.38
H -2.12662 -0.35842 -0.27865 -2.66 -0.47 0.95
H 1.37419 0.89789 -0.65457 -0.33 1.40 0.51
```
Forces are in eV/Å.

3.
A cluster of 2 separate species, C3H9NOS in total at a distorted geometry, computed with wB97M-V/def2-TZVPD.

Properties
Highest occupied orbital energy = -8.7 eV
Total charge = 0
Orbital gap = 9.649 eV
Spin multiplicity = 1
Energy above the lowest of the compared OMol25 structures with the same formula, charge and spin = 0.738 eV
Total energy = -17629.4667 eV
SMILES = NC=O.CSC

Geometry as XYZ:
```
15
Properties=species:S:1:pos:R:3:forces:R:3
C -3.48778 -0.29121 0.82492 0.34 1.08 -2.35
S -3.98133 1.28768 1.57531 0.06 -1.11 0.07
C -3.61189 0.91924 3.29530 -0.40 -0.40 0.69
H -4.08567 -1.19493 0.90363 -0.01 0.08 1.02
H -2.40891 -0.40755 0.87506 0.01 -0.51 0.68
H -3.57934 -0.09513 -0.26522 -0.15 0.16 0.38
H -3.80238 -0.12329 3.58005 -0.04 0.08 -0.50
H -2.59960 1.13887 3.63045 0.02 0.29 -0.24
H -4.34570 1.47410 3.87076 0.19 0.34 0.25
C 5.96787 -0.51355 -3.27407 -1.21 0.14 1.00
N 4.67448 -0.36015 -2.83700 0.09 -0.10 -0.22
O 6.32587 -1.45370 -3.93204 0.37 0.02 -0.29
H 6.60087 0.28570 -2.86875 0.40 0.06 -0.27
H 4.32380 0.39355 -2.26853 0.44 0.04 -0.12
H 4.00972 -1.05962 -3.10989 -0.09 -0.17 -0.10
```
Forces are in eV/Å.

4.
A cluster of 2 separate species, C3H9NOS in total at a distorted geometry, computed with wB97M-V/def2-TZVPD.

Properties
Highest occupied orbital energy (spin up / spin down) = -7.6 / -7.8 eV
Total charge = 0
Orbital gap (spin up / spin down) = 8.141 / 7.720 eV
Spin multiplicity = 1
Energy above the lowest of the compared OMol25 structures with the same formula, charge and spin = 4.682 eV
Total energy = -17625.5225 eV

Geometry as XYZ:
```
15
Properties=species:S:1:pos:R:3:forces:R:3
C -1.92036 -0.49812 -0.02222 -3.47 1.73 3.74
C 1.73950 1.68718 -0.16930 0.45 -1.55 -1.82
C -1.38864 -1.83667 -0.01249 0.90 0.09 2.89
N 1.00167 0.71943 0.52347 -1.35 -1.89 1.31
O 1.87144 -1.13317 -0.87009 0.30 -0.50 -0.24
S 1.34099 -0.93169 0.48720 -0.17 1.00 -0.39
H -1.70027 0.20567 -0.77165 0.77 0.31 -1.48
H -3.13347 -0.54851 -0.06245 2.35 0.18 0.25
H -1.68963 0.12912 0.97075 -0.68 -1.52 -1.81
H 2.39179 2.19306 0.42175 2.03 1.65 1.75
H 2.26464 1.31449 -1.04443 0.54 -1.08 0.42
H 1.16976 2.32238 -0.73179 -2.24 2.20 -0.72
H -1.13336 -2.21241 -0.92993 0.72 -1.44 -1.89
H -1.15629 -2.38404 0.95093 -0.62 0.66 -1.53
H 0.34224 0.97329 1.26024 0.49 0.13 -0.45
```
Forces are in eV/Å.

5.
A cluster of 2 separate species, C3H9NOS in total at a distorted geometry, computed with wB97M-V/def2-TZVPD.

Properties
Highest occupied orbital energy (spin up / spin down) = -8.7 / -8.7 eV
Total charge = 0
Orbital gap (spin up / spin down) = 8.774 / 8.774 eV
Spin multiplicity = 1
Energy above the lowest of the compared OMol25 structures with the same formula, charge and spin = 3.249 eV
Total energy = -17626.9556 eV

Geometry as XYZ:
```
15
Properties=species:S:1:pos:R:3:forces:R:3
C 1.53588 -1.80236 0.83896 2.71 2.64 -0.38
C -0.65602 2.31332 -0.73985 1.96 -0.10 -0.67
C 0.14813 -1.48479 0.36092 4.38 -3.75 -3.74
N -0.76735 1.19717 0.21464 -0.05 2.55 2.85
O -1.49432 -1.66370 -1.50680 -1.54 0.10 -1.27
S -0.11267 -1.98048 -1.17726 0.21 0.85 2.35
H 1.73781 -1.45537 1.84175 -0.53 -0.19 0.63
H 2.02477 -2.78549 0.76327 -0.86 0.13 -0.33
H 2.28107 -1.04247 0.31877 -1.30 -1.58 0.55
H 0.05972 3.18024 -0.32620 -2.02 -1.84 -0.60
H 0.01895 1.81774 -1.50710 -1.23 1.18 -0.05
H -1.65820 2.67928 -1.12388 1.43 -0.13 0.20
H -1.11369 1.64928 1.10679 0.44 -1.12 -1.08
H -0.55934 -1.12792 0.95503 -2.91 1.51 2.30
H -1.44473 0.50556 -0.01903 -0.68 -0.24 -0.75
```
Forces are in eV/Å.

6.
An isolated molecule of C3H9NOS at a distorted geometry, computed with wB97M-V/def2-TZVPD.

Properties
Highest occupied orbital energy = -8.9 eV
Total charge = 0
Orbital gap = 9.680 eV
Spin multiplicity = 1
Energy above the lowest of the compared OMol25 structures with the same formula, charge and spin = 0.900 eV
Total energy = -17629.3048 eV
SMILES = N[C@H](CO)CS

Geometry as XYZ:
```
15
Properties=species:S:1:pos:R:3:forces:R:3
C 1.06656 -0.58535 0.81401 0.10 0.34 -0.12
O 1.55889 -1.85424 0.42634 -0.07 -0.06 0.09
C 0.08225 -0.03214 -0.21023 0.18 -0.87 -0.48
C -0.39063 1.35356 0.10453 -0.49 -0.05 -0.23
S -1.20436 2.06388 -1.34401 -0.36 0.44 -0.28
N -1.07618 -0.91936 -0.43958 0.54 -0.18 0.35
H 0.60127 -0.69464 1.78928 -0.15 -0.17 0.16
H 1.89523 0.11944 0.93520 0.04 0.10 0.04
H 1.93618 -1.74429 -0.45158 0.10 -0.14 -0.04
H 0.65223 0.03280 -1.14421 -0.08 -0.03 -0.15
H 0.43671 2.02288 0.24952 0.41 0.21 0.65
H -1.06884 1.29947 0.95446 0.09 0.42 0.07
H -2.47800 2.02596 -0.94126 0.01 -0.16 0.04
H -1.18231 -1.48311 0.40164 -0.22 0.06 -0.02
H -0.82900 -1.60487 -1.14410 -0.10 0.08 -0.09
```
Forces are in eV/Å.

7.
An isolated molecule of C3H9NOS at a distorted geometry, computed with wB97M-V/def2-TZVPD.

Properties
Highest occupied orbital energy = -9.0 eV
Total charge = 0
Orbital gap = 9.871 eV
Spin multiplicity = 1
Energy above the lowest of the compared OMol25 structures with the same formula, charge and spin = 1.458 eV
Total energy = -17628.7473 eV
SMILES = OCNCCS

Geometry as XYZ:
```
15
Properties=species:S:1:pos:R:3:forces:R:3
C -0.32208 0.26386 1.12161 0.03 -1.17 -1.63
C 0.96067 1.06345 0.97618 0.65 -0.04 1.20
S 1.50137 1.75376 -0.59055 0.07 0.14 -0.65
N -0.33872 -0.92800 0.18116 0.36 1.89 0.38
C -0.91168 -0.52424 -1.10498 -0.60 -2.51 -1.04
O -0.50458 -1.47286 -2.12674 -0.12 0.51 0.57
H -1.22131 0.84150 0.89582 0.01 0.37 0.43
H -0.36779 -0.16511 2.12002 -0.05 0.35 0.19
H 0.97388 1.91359 1.66624 -0.30 -0.20 0.07
H 1.78035 0.42087 1.30106 -0.09 0.00 0.04
H 2.57363 0.96526 -0.77379 -0.25 0.01 -0.03
H -0.99381 -1.57731 0.59750 0.01 -0.14 -0.06
H -0.64068 0.41311 -1.56557 0.22 0.44 0.84
H -2.00245 -0.64727 -1.02082 -0.05 0.60 -0.15
H -0.48681 -2.32061 -1.67713 0.12 -0.25 -0.13
```
Forces are in eV/Å.

8.
A cluster of 2 separate species, C3H9NOS in total, computed with wB97M-V/def2-TZVPD.

Properties
Highest occupied orbital energy = -9.2 eV
Total charge = 0
Orbital gap = 9.910 eV
Spin multiplicity = 1
Energy above the lowest of the compared OMol25 structures with the same formula, charge and spin = 0.043 eV
Total energy = -17630.1623 eV
SMILES = CC(N)=O.CS

Geometry as XYZ:
```
15
Properties=species:S:1:pos:R:3:forces:R:3
C -0.69911 -2.19708 -1.57452 -0.03 0.24 -0.46
C 0.32039 -1.38159 -0.81662 0.20 -0.15 0.68
N 0.31224 -1.54026 0.54416 0.02 0.33 -0.01
O 1.12067 -0.64902 -1.35075 -0.02 0.28 -0.46
H -1.44204 -2.68753 -0.95274 0.08 -0.12 0.10
H -0.18854 -2.91775 -2.21086 0.02 -0.10 0.10
H -1.21863 -1.51645 -2.25188 0.02 -0.01 0.04
H 0.67381 -0.79170 1.12658 0.19 -0.27 -0.30
H -0.43921 -2.04917 0.94393 -0.51 -0.32 0.31
C -1.06519 1.89059 0.10459 -0.19 0.12 0.60
S 0.19828 1.73536 1.40789 -0.09 0.41 0.02
H -1.01160 2.86846 -0.36269 0.14 -0.09 -0.21
H -0.88688 1.09008 -0.60396 0.12 0.08 -0.16
H -2.05400 1.76975 0.54340 0.00 -0.07 -0.07
H -0.18153 2.80423 2.14556 0.06 -0.33 -0.18
```
Forces are in eV/Å.

9.
An isolated molecule of C3H9NOS2, computed with wB97M-V/def2-TZVPD.

Properties
Highest occupied orbital energy = -8.9 eV
Total charge = 0
Orbital gap = 9.624 eV
Spin multiplicity = 1
Energy above the lowest of the compared OMol25 structures with the same formula, charge and spin = 1.295 eV
Total energy = -28464.1440 eV
SMILES = C[S@](=O)(=S)CCN

Geometry as XYZ:
```
16
Properties=species:S:1:pos:R:3:forces:R:3
C 1.04259 1.61467 -0.29660 -0.04 0.48 0.30
C 0.19486 -1.10229 -0.29311 0.15 -0.42 -0.49
C -1.19544 -0.95815 0.30783 0.65 -0.05 0.68
H -0.01133 1.83698 -0.06706 0.46 -0.05 -0.14
H 1.73178 2.34800 0.16049 -0.33 -0.47 -0.06
H 1.24253 1.58712 -1.36822 -0.11 -0.20 0.11
H 0.18134 -0.90986 -1.38124 0.19 -0.07 0.41
H 0.62161 -2.12412 -0.12702 -0.29 0.92 -0.05
H -1.05759 -0.93694 1.39401 -0.13 0.05 -0.09
H -1.73909 -1.87422 0.08943 -0.26 -0.14 -0.19
H -2.61883 0.47358 0.53709 0.21 0.02 -0.39
H -2.22419 0.17216 -1.03709 -0.13 0.12 0.05
N -1.84762 0.27754 -0.10217 -0.32 -0.14 0.20
O 1.10720 0.10863 1.87854 0.12 0.05 -0.57
S 1.40599 0.03045 0.44881 0.36 -0.29 0.03
S 3.16619 -0.54354 -0.14369 -0.52 0.20 0.21
```
Forces are in eV/Å.

10.
An isolated molecule of C3H9NOSi at a distorted geometry, computed with wB97M-V/def2-TZVPD.

Properties
Highest occupied orbital energy = -9.6 eV
Total charge = 0
Orbital gap = 10.490 eV
Spin multiplicity = 1
Energy above the lowest of the compared OMol25 structures with the same formula, charge and spin = 0.430 eV
Total energy = -14671.9674 eV
SMILES = C=C[Si@@H](N)OC

Geometry as XYZ:
```
15
Properties=species:S:1:pos:R:3:forces:R:3
C 0.47072 0.63686 -2.16171 -0.48 1.74 -0.61
C 0.83779 0.77187 -0.89237 1.32 -2.44 0.44
C -2.04265 -0.17662 0.34093 -0.19 5.39 -1.42
N 1.13782 -0.44116 1.74064 1.57 0.00 -0.73
O -1.15541 -1.11614 0.23791 5.04 -3.88 -0.70
Si 0.53452 -0.81376 0.12055 -1.48 -0.01 1.77
H 0.39315 1.51964 -2.83417 0.58 -0.81 0.15
H 0.08486 -0.29791 -2.55340 -0.36 0.08 0.08
H 1.53943 1.50547 -0.46617 -1.11 0.35 -0.35
H -2.82056 -0.23253 -0.37379 -1.24 -0.50 -0.73
H -1.51345 0.80536 0.03028 -1.24 -0.57 0.85
H -2.41621 -0.09303 1.30673 -0.98 0.40 1.88
H 2.19000 -0.47105 1.85652 -1.78 0.15 -0.17
H 0.72844 -0.97225 2.48930 -0.08 -0.23 0.19
H 0.87478 -2.21472 -0.21907 0.45 0.34 -0.65
```
Forces are in eV/Å.

11.
A cluster of 3 separate species, C3H9NS in total at a distorted geometry, computed with wB97M-V/def2-TZVPD.

Properties
Highest occupied orbital energy = -8.9 eV
Total charge = 0
Orbital gap = 7.513 eV
Spin multiplicity = 1
Energy above the lowest of the compared OMol25 structures with the same formula, charge and spin = 11.135 eV
Total energy = -15571.1954 eV

Geometry as XYZ:
```
14
Properties=species:S:1:pos:R:3:forces:R:3
C -1.29375 -0.55290 -0.09885 -1.57 -5.80 -0.63
C -0.24993 0.35812 -0.65971 -0.29 0.00 -0.56
C 1.22139 -0.05998 -0.07004 1.81 0.14 0.50
H -0.84276 -1.56652 -0.65757 -0.86 1.47 2.42
H -2.27436 -0.75607 -0.70484 1.35 1.77 1.21
H -1.57361 -0.74457 1.12272 1.40 0.86 -3.60
H -0.34906 0.21827 -1.92435 0.72 0.43 3.33
H 0.98849 2.24618 0.79297 -2.92 -0.86 -1.69
H -2.04432 2.25908 0.08030 4.21 -1.97 -0.74
H 2.16850 0.42834 -0.53752 -2.25 -0.27 0.53
H 1.30142 0.04169 1.03896 -0.86 1.66 -1.05
H 1.49688 -1.85192 1.77098 1.00 -0.03 -3.45
N -0.51596 1.76261 -0.41366 0.16 2.79 1.40
S 1.96706 -1.78234 0.26060 -1.89 -0.18 2.32
```
Forces are in eV/Å.

12.
An isolated molecule of C3H9NS at a distorted geometry, computed with wB97M-V/def2-TZVPD.

Properties
Highest occupied orbital energy = -9.0 eV
Total charge = 0
Orbital gap = 10.093 eV
Spin multiplicity = 1
Energy above the lowest of the compared OMol25 structures with the same formula, charge and spin = 0.433 eV
Total energy = -15581.8979 eV
SMILES = C[C@@H](N)CS

Geometry as XYZ:
```
14
Properties=species:S:1:pos:R:3:forces:R:3
C 0.13808 -1.41458 -1.40213 -0.19 -0.33 1.19
C -0.58153 -0.30720 -0.56378 1.26 -0.51 -0.78
C 0.13059 -0.08716 0.79873 -1.14 -1.41 -0.75
S 1.22328 1.29128 0.84173 0.28 0.92 0.18
N -1.99363 -0.56745 -0.36088 -0.65 0.19 -0.72
H 0.14177 -1.27370 -2.47304 -0.09 0.28 -0.25
H -0.36324 -2.36477 -1.19466 0.04 -0.05 -0.06
H 1.16038 -1.53794 -1.04312 0.15 0.12 -0.31
H -0.43891 0.59655 -1.15998 -0.49 0.22 0.21
H -0.67834 -0.16104 1.52943 0.39 0.64 0.44
H 0.79587 -0.93183 0.97617 -0.06 -0.12 0.17
H 0.35712 2.22781 0.40868 0.08 -0.11 0.11
H -2.40303 -0.91514 -1.23205 0.09 0.33 0.26
H -2.17958 -1.30339 0.30321 0.32 -0.17 0.31
```
Forces are in eV/Å.